# 1
{
  "formula": "C5H13N3",
  "method": "wB97M-V/def2-TZVPD",
  "homo_ev": -8.7,
  "gap_ev": 9.67,
  "relative_energy_kj_mol": 60.8,
  "total_charge": 0,
  "total_energy_ha": -362.55912,
  "spin_multiplicity": 1,
  "smiles": "[H]/N=C\\N(CC)CCN",
  "lumo_energy_ev": 1.0,
  "elements": ["H", "H", "H", "C", "H", "H", "H", "H", "N", "C", "N", "C", "N", "H", "H", "C", "H", "H", "H", "H", "C"],
  "xyz": [[-2.7904, -1.2898, -1.2572], [1.2318, -0.5306, -1.7818], [0.5029, 2.2011, -1.2088], [0.1610, -1.4353, 0.3090], [-0.5160, -2.1991, -1.6104], [-0.1711, -1.5323, 1.3392], [-1.4002, -2.8315, -0.2091], [-0.7143, 1.6108, 0.4777], [0.5042, -0.0505, 0.0771], [1.1654, 1.8221, 1.5263], [0.8561, 1.4292, -1.7666], [-0.9570, -1.9281, -0.6367], [-1.9969, -0.9181, -0.7486], [0.7755, 2.5897, 2.1892], [-0.5008, 0.4808, 1.8101], [0.8625, 0.2980, -1.1918], [1.7104, 2.3001, 0.7164], [1.0447, -2.0659, 0.1659], [-1.6482, -0.1186, -1.2685], [1.8634, 1.1985, 2.0831], [0.0170, 0.9695, 0.9856]]
}

=====

# 2
{
  "formula": "C18H38O",
  "method": "wB97M-V/def2-TZVPD",
  "homo_ev": -10.1,
  "gap_ev": 11.15,
  "relative_energy_kj_mol": 11.1,
  "total_charge": 0,
  "total_energy_ha": -783.88782,
  "spin_multiplicity": 1,
  "smiles": "CCCCCCCCCCCCCCCCCCO",
  "lumo_energy_ev": 1.0,
  "elements": ["C", "H", "H", "H", "C", "H", "H", "C", "H", "H", "H", "H", "H", "H", "H", "C", "O", "C", "H", "C", "C", "C", "H", "H", "H", "H", "C", "H", "H", "H", "C", "H", "H", "H", "H", "C", "C", "H", "C", "H", "H", "H", "H", "H", "H", "H", "C", "H", "H", "H", "C", "H", "H", "C", "C", "C", "H"],
  "xyz": [[0.4981, -2.7508, 0.5271], [1.8919, 5.6885, -4.0817], [0.0986, -3.9283, 2.2733], [-0.6316, 5.0632, -5.6881], [-1.3670, -1.3789, 7.1061], [0.3359, -3.2745, 4.6101], [0.2261, -0.7996, -4.2602], [-0.1070, -2.9140, 1.9217], [-0.7943, 0.1360, -2.1973], [0.5886, -0.5990, 0.4176], [0.1137, -0.9124, 2.6962], [-0.2643, -2.9473, 8.8429], [-0.6681, 1.5280, -4.3128], [-1.9995, -2.7155, 3.9695], [-1.4997, -0.9736, 9.2266], [0.2645, 4.7478, -5.1481], [-1.2221, -2.9995, 8.9387], [-1.8486, -2.4002, 6.0774], [0.1382, -3.5668, -0.1050], [0.4425, 2.6372, -6.5894], [-1.4411, -2.0635, 4.6427], [1.1376, 3.9076, -6.0791], [1.4199, 4.5321, -6.9300], [0.6187, -1.5884, 5.0455], [-1.1900, -2.8004, 1.8500], [-0.0585, 4.1472, -4.2969], [0.7255, 0.0036, -3.7128], [2.0595, 3.6345, -5.5614], [-1.4613, -3.3854, 6.3452], [1.5853, -2.8401, 0.5905], [0.4525, -1.9210, 2.9394], [-2.9385, -2.4520, 6.1318], [1.8013, -0.1799, -3.7696], [-0.2779, -1.2936, 7.0688], [-0.9457, -1.2902, -0.1119], [0.6171, -1.3675, -1.5865], [0.8364, 1.3626, -5.8405], [1.6980, -1.5252, -1.6161], [0.2837, -0.0344, -2.2519], [-1.7885, -0.3975, 6.8806], [1.5435, -1.9311, 2.8711], [-2.8612, -1.9168, 8.5789], [0.6943, 2.4911, -7.6423], [0.1512, -2.1782, -2.1520], [0.7731, 0.7748, -1.7044], [-1.7251, -1.0322, 4.4188], [1.0067, 5.9796, -4.6435], [1.3225, 6.6033, -5.4772], [0.9185, 2.1360, -3.8303], [1.9201, 1.2339, -5.8988], [0.0531, -2.2442, 4.3803], [-0.6402, 2.7680, -6.5310], [0.3682, 6.5736, -3.9934], [0.1385, -1.4236, -0.1376], [-1.7793, -1.7745, 8.5248], [0.4068, 1.3418, -4.3761], [0.3792, 0.5097, -6.3497]]
}

=====

# 3
{
  "formula": "C29H26BrN2O3PdS2",
  "method": "wB97M-V/def2-TZVPD",
  "homo_ev": -4.1,
  "gap_ev": 6.73,
  "relative_energy_kj_mol": 51.2,
  "total_charge": -1,
  "total_energy_ha": -4954.35345,
  "spin_multiplicity": 1,
  "lumo_energy_ev": 2.6,
  "elements": ["C", "H", "C", "C", "C", "C", "C", "C", "C", "C", "H", "Pd", "S", "H", "O", "C", "O", "C", "H", "H", "H", "H", "H", "Br", "C", "O", "H", "H", "H", "H", "H", "C", "C", "C", "H", "H", "C", "H", "C", "C", "N", "C", "C", "C", "C", "H", "H", "C", "C", "C", "H", "H", "C", "H", "H", "H", "H", "H", "C", "C", "C", "S", "H", "N"],
  "xyz": [[-0.5498, -1.4388, 2.1636], [-2.3704, 4.4664, -1.1234], [0.3156, -3.6224, -0.5441], [2.3596, -4.2511, 0.6663], [-0.8383, -4.1015, -1.2250], [0.8103, -5.9960, -0.0822], [2.8093, 3.1429, -1.3396], [-5.5498, 2.2923, -0.9720], [0.6585, -2.2343, -0.3923], [0.8426, 4.6626, -1.1389], [3.1699, 4.1493, -3.2323], [-0.5103, -0.8334, -1.0455], [1.2028, 0.7047, -1.6310], [1.4703, -6.7266, 0.3716], [2.4232, -3.5456, 5.7087], [2.5723, -2.4128, 4.9654], [3.5400, -1.7231, 5.1524], [-3.1613, 2.4883, -1.2104], [-2.0560, -5.7247, -1.8425], [1.1033, 5.2777, -3.2071], [0.3437, 0.5058, 2.1730], [2.8823, 2.4040, -3.3632], [-1.1100, -3.5000, 2.2985], [-2.0216, -2.8935, -2.0966], [-4.3078, 1.7028, -1.1504], [-1.8656, 0.6117, -1.7260], [-4.5921, 5.5362, -0.8216], [4.4311, 3.0061, -2.7581], [2.0997, -0.9020, 0.4145], [3.2536, 3.9453, -0.7467], [-0.0553, 6.2513, -2.2934], [0.3194, 5.2370, -2.4497], [-0.3278, -6.3904, -0.7192], [0.4076, -0.4978, 2.5763], [1.5614, -3.9325, 5.5154], [2.9966, -5.0262, 1.0763], [0.5045, 2.2499, -1.3563], [0.0492, 4.6639, -0.3936], [1.4079, -0.8310, 3.4657], [-1.8288, 1.8145, -1.3951], [1.3642, 3.3024, -1.2597], [1.1626, -4.6270, 0.0121], [1.5012, -2.1245, 3.9821], [0.5805, -3.0785, 3.5471], [-4.5141, 4.4598, -0.9149], [1.6605, 5.2788, -0.7619], [3.6001, -2.6372, 1.2782], [-0.4186, -2.7452, 2.6514], [-3.2711, 3.8693, -1.0861], [-1.1629, -5.4247, -1.3119], [3.0750, 2.1987, -0.8679], [-4.2018, 0.6294, -1.2294], [2.6859, -2.9334, 0.7768], [-6.4362, 1.6728, -0.9164], [-0.5956, -7.4378, -0.7795], [-0.4960, 4.6212, -2.8269], [2.1375, -0.0959, 3.7809], [0.6555, -4.1170, 3.8582], [3.3534, 3.1814, -2.7626], [-5.6560, 3.6718, -0.8568], [1.8326, -1.9397, 0.2590], [-1.8417, -1.0001, 1.0733], [-6.6262, 4.1319, -0.7138], [-0.7785, 2.6143, -1.2226]]
}

=====

# 4
{
  "formula": "C11H15Cl3N3OSY",
  "method": "wB97M-V/def2-TZVPD",
  "homo_ev": [-9.0, -11.1],
  "gap_ev": [5.98, 8.09],
  "relative_energy_kj_mol": 41.7,
  "total_charge": 1,
  "total_energy_ha": -2484.60766,
  "spin_multiplicity": 2,
  "lumo_energy_ev": [-3.1, -3.0],
  "s_squared": 0.753,
  "elements": ["Cl", "S", "C", "N", "H", "H", "C", "H", "H", "N", "C", "H", "C", "Y", "C", "H", "Cl", "H", "N", "C", "H", "H", "C", "C", "C", "H", "H", "H", "C", "H", "O", "H", "H", "Cl", "C"],
  "xyz": [[2.3408, 0.1740, -0.3073], [-2.0132, -2.1167, -2.9760], [3.9091, -2.0414, -0.5980], [-2.3687, 1.4624, 0.0263], [-0.6451, 4.2358, -1.0293], [-3.4309, 0.5758, 1.5868], [2.6336, -1.5882, -0.3291], [-1.3226, -0.7495, 2.1986], [-2.5898, 2.8171, -1.5522], [-0.8010, 0.0993, 1.9886], [4.0932, -3.4074, -0.6425], [4.7299, -1.3582, -0.7717], [1.5228, -2.3925, -0.0979], [-0.3404, -0.0240, -0.4567], [-0.7062, 3.2202, -0.6413], [3.1780, -5.3408, -0.4744], [5.6686, -4.0441, -0.9731], [-1.9406, 1.2358, 3.4126], [0.0305, 2.2477, -1.4909], [-1.5865, 1.2921, 2.3847], [0.0420, 0.0166, 2.5487], [-0.2421, 3.2254, 0.3478], [3.0269, -4.2707, -0.4310], [-2.7713, 1.4339, 1.4544], [-2.1646, 2.8175, -0.5477], [-0.3360, 2.2669, -2.4392], [-0.9377, 2.1664, 2.3193], [-2.7109, 3.5668, 0.0274], [1.7673, -3.7675, -0.1650], [-3.1050, 1.0148, -0.5073], [0.3249, -1.8734, 0.1606], [-3.3487, 2.3220, 1.7206], [1.0002, 2.5354, -1.5830], [0.4452, -4.8458, 0.0949], [-1.3520, -0.9058, -2.2576]]
}

=====

# 5
{
  "formula": "C2H10O2S2",
  "method": "wB97M-V/def2-TZVPD",
  "homo_ev": -8.9,
  "gap_ev": 9.43,
  "relative_energy_kj_mol": 0.0,
  "total_charge": 0,
  "total_energy_ha": -1029.05891,
  "spin_multiplicity": 1,
  "smiles": "CCSS.O.O",
  "lumo_energy_ev": 0.5,
  "elements": ["H", "H", "C", "S", "H", "O", "S", "C", "H", "H", "H", "H", "H", "H", "H", "O"],
  "xyz": [[-0.6006, -1.8633, 0.4167], [0.7371, 2.1463, 1.0201], [0.1294, 1.3357, 0.6106], [2.1661, -0.6339, 1.6251], [-1.3524, 2.6071, -0.3095], [1.3536, -0.9243, -1.7503], [0.1888, -0.0466, 1.7841], [-1.3114, 1.7560, 0.3709], [0.6179, -1.4618, -1.4188], [1.1721, -0.8181, -2.6888], [2.0980, -1.0979, 0.3673], [-1.8794, 0.9371, -0.0571], [-1.5185, -2.6331, -0.5384], [0.5839, 1.0165, -0.3227], [-1.7864, 2.0659, 1.2966], [-0.5981, -2.3856, -0.4058]]
}